No. 1
5 unconnected molecules or ions with the total composition C25H38N5O4 in a non-equilibrium geometry. Source: OMol25; level of theory: ωB97M-V/def2-TZVPD.

Positions of all 72 atoms, in Å:
O -3.326 -1.219 -0.534
C -2.782 -1.216 0.529
O -1.885 -2.182 0.903
C -3.052 -0.148 1.619
C -3.584 1.183 0.986
C -4.988 1.415 1.548
C -6.072 0.883 0.866
C -7.344 1.066 1.413
C -8.523 0.454 0.638
O -8.437 0.367 -0.545
O -9.590 0.036 1.389
C -7.479 1.762 2.633
C -6.353 2.273 3.227
N -5.128 2.092 2.692
H -2.078 -2.320 1.844
H -3.833 -0.589 2.267
H -2.166 0.061 2.232
H -3.684 1.121 -0.105
H -2.920 2.028 1.218
H -5.882 0.341 -0.060
H -9.278 -0.743 1.879
H -8.458 1.903 3.086
H -6.402 2.817 4.173
H -4.307 2.458 3.167
C -12.298 5.450 1.429
C -11.297 4.438 0.883
C -10.611 3.626 1.988
C -9.862 4.530 2.890
N -9.281 5.236 3.589
H -11.812 6.196 2.060
H -12.782 5.983 0.610
H -13.074 4.956 2.017
H -10.544 4.964 0.292
H -11.813 3.752 0.209
H -9.916 2.908 1.550
H -11.349 3.070 2.569
C 3.068 -1.148 -1.153
C 1.701 -1.814 -1.053
C 0.544 -0.814 -1.154
C 0.612 0.168 -0.056
N 0.664 0.928 0.808
H 3.235 -0.448 -0.331
H 3.859 -1.897 -1.106
H 3.173 -0.605 -2.092
H 1.635 -2.357 -0.107
H 1.603 -2.549 -1.853
H -0.412 -1.335 -1.093
H 0.581 -0.285 -2.108
C 7.884 -0.888 -1.244
C 8.003 -1.897 -2.379
C 7.619 -1.309 -3.742
C 6.219 -0.849 -3.726
N 5.126 -0.492 -3.714
H 6.856 -0.543 -1.117
H 8.194 -1.340 -0.302
H 8.518 -0.016 -1.427
H 7.368 -2.757 -2.157
H 9.031 -2.261 -2.426
H 7.732 -2.062 -4.523
H 8.265 -0.466 -3.991
C 12.713 -4.585 -2.128
C 13.007 -3.117 -1.842
C 12.813 -2.746 -0.368
C 11.417 -2.988 0.042
N 10.327 -3.176 0.358
H 11.672 -4.835 -1.915
H 12.892 -4.811 -3.180
H 13.352 -5.237 -1.529
H 12.360 -2.496 -2.466
H 14.037 -2.896 -2.130
H 13.047 -1.693 -0.211
H 13.475 -3.338 0.266

The calculation puts the LUMO energy at -4.95 eV. The HOMO energy comes out at -12.66 eV. For the max |F|, the calculation gives 2.25 eV Å⁻¹. As for the net charge: +1.

Atom charges from the Mulliken analysis, given in e for atoms 1 to 5:
1. O -0.482
2. C 0.570
3. O -0.455
4. C -0.683
5. C -1.267


No. 2
2 unconnected molecules or ions with the total composition C6H11N2P in a non-equilibrium geometry. Source: OMol25; level of theory: ωB97M-V/def2-TZVPD.

Positions of all 20 atoms, in Å:
C -2.791 0.109 1.055
C -1.976 -0.237 -1.258
C 1.633 0.581 1.178
C 1.389 0.708 -1.378
C 1.671 -1.502 -0.349
C 1.449 0.044 -0.223
N -2.678 1.228 0.516
N -2.273 0.984 -0.831
P -2.462 -1.359 0.081
H -3.044 0.215 2.079
H 1.187 1.502 1.171
H 1.228 -0.045 1.911
H 2.595 0.848 1.212
H 1.308 1.760 -1.283
H -2.205 1.906 -1.186
H 1.267 0.320 -2.377
H 1.866 -1.575 -1.419
H 0.732 -1.921 0.095
H 2.631 -1.632 0.100
H -1.525 -1.934 0.906

The calculation puts the LUMO energy at 0.12 eV. The HOMO energy comes out at -8.69 eV. For the max |F|, the calculation gives 4.22 eV Å⁻¹. As for the net charge: 0. The relative energy (zero: lowest compared OMol25 entry of this formula, charge and spin) is 3.810 eV.

Atom charges from the Mulliken analysis, given in e for atoms 1 to 5:
1. C -0.180
2. C -0.234
3. C -1.640
4. C -1.018
5. C -1.020


No. 3
A molecular structure, C4H13N3 in a non-equilibrium geometry. Source: OMol25; level of theory: ωB97M-V/def2-TZVPD.

Positions of all 20 atoms, in Å:
C -2.482 -0.249 0.399
C -0.657 1.042 0.112
C 2.629 0.448 -0.161
C 1.579 -0.422 0.354
N -2.030 0.932 -0.087
N -0.935 -1.209 -0.231
N -0.087 -0.144 -0.502
H -2.141 -0.753 1.364
H -3.316 -0.675 -0.054
H -0.397 2.034 -0.360
H -0.390 1.042 1.139
H 2.914 0.404 -1.280
H 2.724 1.567 0.059
H 3.477 0.189 0.342
H 1.495 -0.220 1.491
H 1.683 -1.485 0.173
H -2.570 1.413 -0.803
H -0.724 -1.832 0.446
H -1.103 -1.890 -0.951
H 0.329 -0.191 -1.450

The calculation puts the LUMO energy at -8.41 eV. The HOMO energy comes out at -20.01 eV. For the max |F|, the calculation gives 5.28 eV Å⁻¹. As for the net charge: +2. The relative energy (zero: lowest compared OMol25 entry of this formula, charge and spin) is 6.274 eV.

Atom charges from the Mulliken analysis, given in e for atoms 1 to 5:
1. C -0.309
2. C -0.568
3. C -1.205
4. C -0.110
5. N -0.064


No. 4
10 unconnected molecules or ions with the total composition H20O10. Source: OMol25; level of theory: ωB97M-V/def2-TZVPD.

Positions of all 30 atoms, in Å:
O 0.674 5.281 -3.426
H 0.373 4.371 -3.383
H 1.082 5.454 -2.568
O -0.345 7.403 3.301
H -0.770 6.644 3.710
H -0.191 7.132 2.387
O -2.764 3.461 -0.093
H -1.806 3.486 -0.226
H -2.930 2.636 0.371
O 2.671 8.030 1.161
H 3.354 8.269 1.797
H 3.152 7.732 0.378
O 0.432 6.473 0.488
H 0.316 5.551 0.231
H 1.383 6.586 0.591
O 1.065 10.416 0.662
H 1.538 9.571 0.727
H 1.748 11.092 0.679
O 0.068 3.503 -0.706
H 0.017 3.004 -1.527
H 1.011 3.511 -0.474
O 2.895 6.272 -1.776
H 3.720 5.917 -2.126
H 2.813 7.145 -2.181
O 2.581 4.165 0.598
H 3.062 3.421 0.218
H 2.864 4.935 0.084
O 0.156 8.530 -1.603
H 0.095 9.257 -0.970
H -0.058 7.738 -1.089

The calculation puts the LUMO energy at -0.54 eV. The HOMO energy comes out at -10.51 eV. For the max |F|, the calculation gives 0.55 eV Å⁻¹. As for the net charge: 0. The relative energy (zero: lowest compared OMol25 entry of this formula, charge and spin) is 2.430 eV.

Atom charges from the Mulliken analysis, given in e for atoms 1 to 5:
1. O -0.612
2. H 0.276
3. H 0.340
4. O -0.640
5. H 0.293


No. 5
A molecular structure, C29H38CoNO5 in a non-equilibrium geometry. Source: OMol25; level of theory: ωB97M-V/def2-TZVPD.

Positions of all 74 atoms, in Å:
C 0.417 -0.884 -3.946
C 0.261 -1.398 -2.518
C 0.019 0.598 -3.973
C -0.770 0.927 -2.657
H -0.620 0.737 -4.856
H 0.923 1.214 -4.110
C -0.815 -0.563 -1.875
H 1.198 -1.322 -1.954
H 0.005 -2.461 -2.566
C -1.197 -1.085 -0.403
H -1.743 -0.884 -2.393
H -1.809 1.139 -2.979
C -0.288 2.246 -2.140
C 1.813 -1.127 -4.482
C -0.423 -1.625 -5.000
O -1.085 -1.049 -5.855
O 2.814 -1.281 -3.800
O 1.820 -1.178 -5.824
O -0.351 -2.964 -5.001
C -0.963 -3.492 -6.195
H -0.855 -4.575 -6.135
H -0.428 -3.089 -7.064
H -2.019 -3.202 -6.253
C 3.120 -1.359 -6.373
H 3.813 -0.594 -6.004
H 2.979 -1.276 -7.448
H 3.498 -2.350 -6.102
O -0.440 -1.334 0.775
H -1.453 -2.125 -0.701
H -2.107 -0.525 -0.114
C -1.237 3.177 -1.491
C 1.136 2.301 -1.778
H 1.745 3.009 -2.357
H 1.568 1.307 -1.896
H 1.254 2.553 -0.719
H -0.733 3.763 -0.705
H -2.020 2.581 -0.993
H -1.748 3.905 -2.146
Co -0.311 -0.976 2.448
C -2.366 -0.380 4.286
C -3.118 -0.377 3.088
C -2.793 -1.550 2.359
H -3.896 0.341 2.825
C -1.826 -2.305 3.117
C -1.497 -1.515 4.293
H -0.883 -1.858 5.123
H -2.504 0.294 5.126
H -3.291 -1.899 1.460
H -1.601 -3.365 3.014
C 2.380 0.502 2.862
C 2.095 -0.432 3.882
C 1.586 -1.630 3.289
H 2.322 -0.298 4.939
C 1.707 -1.453 1.843
C 2.077 -0.085 1.609
H 2.205 0.375 0.632
H 2.819 1.485 3.023
H 1.413 -2.583 3.781
H 1.727 -2.268 1.133
C -0.329 2.807 1.915
C -0.243 2.543 3.364
C -0.055 3.563 4.347
C 0.051 2.911 5.578
C -0.068 1.511 5.302
C 0.028 0.449 6.315
N -0.253 1.314 3.960
H -0.863 3.759 1.756
H -0.862 2.007 1.382
H 0.679 2.914 1.480
H 0.002 4.626 4.124
H 0.208 3.311 6.579
H 0.816 -0.271 6.074
H 0.278 0.907 7.280
H -0.914 -0.092 6.444

The calculation puts the LUMO energy (alpha / beta) at 3.62 / 3.61 eV. The HOMO energy (alpha / beta) comes out at -0.01 / 0.08 eV. For the max |F|, the calculation gives 7.11 eV Å⁻¹. As for the net charge: -2. The spin multiplicity is 5.

Atom charges from the Mulliken analysis, given in e for atoms 1 to 5:
1. C 3.502
2. C -1.631
3. C -1.556
4. C 0.447
5. H 0.400


Across the entries above, calculated total energy takes the values -42175.0611; -18663.8888; -8807.3033; -20800.1827; -80037.2667 eV, respectively.